Record 1
# C20H20O4RhS2Te

A structure of composition C20H20O4RhS2Te (the ωB97M-V functional and the def2-TZVPD basis, OMol25).

The energy above the lowest of the compared OMol25 structures with the same formula, charge and spin comes out at 11.23 kcal/mol. As for the charge: +1. As for the spin multiplicity: 5. As for the total energy: -2249.6509 a.u.

Structure (XYZ):
```
48
C20H20O4RhS2Te the ωB97M-V functional and the def2-TZVPD basis
H -3.273 3.063 12.361
C -0.856 10.789 13.535
O -2.603 3.521 15.800
H -1.921 7.748 14.354
H -5.904 1.939 19.191
H -3.929 3.384 19.108
H -3.113 5.941 20.157
H -0.088 11.543 13.288
H -5.382 2.996 14.931
Te -4.652 9.361 15.324
C -4.824 4.913 17.950
C -2.974 2.686 13.327
C -6.729 5.232 12.819
O -6.091 6.552 16.711
S -2.690 4.079 14.460
O -8.200 2.499 17.925
C -6.031 5.326 17.329
H -2.046 2.137 13.372
C -5.943 2.901 18.682
H -8.467 2.188 20.004
C -4.367 4.683 14.136
C -7.124 3.308 18.049
C -0.662 9.451 13.676
C -4.855 3.699 18.657
H -3.513 6.271 12.970
C -1.764 8.811 14.221
H -7.546 3.618 13.966
Rh -4.535 6.788 15.516
H -1.705 5.992 19.132
H -7.550 5.373 12.152
H 0.271 8.955 13.433
H -3.753 2.059 13.814
C -3.547 5.652 18.033
S -2.378 11.293 14.070
C -7.150 4.526 17.422
C -5.640 6.070 12.629
H -8.032 4.891 16.949
O -3.155 6.423 17.111
C -2.652 5.524 19.239
C -4.446 5.838 13.300
C -5.537 3.897 14.365
H -2.445 4.468 19.468
H -5.713 6.813 11.851
C -2.820 9.722 14.496
H -9.438 1.233 18.833
C -6.688 4.207 13.702
C -8.495 1.687 19.025
H -7.713 0.921 19.130
```

Record 2
# C4H3FN2S

The molecule C4H3FN2S (the ωB97M-V functional and the def2-TZVPD basis, OMol25).

The energy above the lowest of the compared OMol25 structures with the same formula, charge and spin comes out at 63.86 kcal/mol. As for the total energy: -761.6913 a.u.

Structure (XYZ):
```
11
C4H3FN2S the ωB97M-V functional and the def2-TZVPD basis
C -0.653 1.192 0.009
H 3.321 -0.428 -0.435
H 1.589 -1.673 -0.217
H -2.984 -0.730 0.587
C -2.088 -0.385 0.387
S 2.504 0.486 0.313
F -0.106 2.308 -0.221
N -1.878 1.077 0.239
C 1.306 -0.574 -0.219
N -1.020 -1.112 -0.149
C 0.007 -0.161 -0.295
```

Record 3
# C41H79BBr26F6N4O9P

A cluster of 14 separate species, C41H79BBr26F6N4O9P in total (the ωB97M-V functional and the def2-TZVPD basis, OMol25).

As for the charge: +1. As for the total energy: -70395.6343 a.u.

Structure (XYZ):
```
167
C41H79BBr26F6N4O9P the ωB97M-V functional and the def2-TZVPD basis
F -0.905 4.165 0.367
O -1.059 5.922 -2.812
H -4.779 6.628 -2.192
H -1.809 -7.453 -1.617
H 5.656 -3.177 5.304
H -5.271 5.220 -5.111
O -6.780 0.945 -4.652
C -1.997 -6.887 -0.709
H 4.091 -3.445 -2.932
C -3.222 6.365 -0.790
C -4.874 1.718 -2.780
N -5.614 2.800 -5.368
Br 11.484 -3.950 6.242
Br 5.235 -6.447 10.896
Br 7.796 -3.854 7.634
C -0.634 -4.811 2.634
N -3.032 7.074 -3.158
C -1.838 1.476 6.245
Br -0.888 1.131 4.581
H -1.690 2.535 6.443
Br 3.621 4.275 -3.108
C -3.769 6.230 -2.210
C -3.436 -7.023 -0.289
H 6.693 -5.930 8.394
H 5.915 -4.591 4.265
H 10.045 -1.967 6.650
H 1.842 4.096 0.281
C -3.158 5.535 -5.122
H -2.601 0.770 -5.161
C -2.201 -0.901 -10.920
H 7.425 -7.549 6.733
Br 3.509 -4.281 4.758
O -5.986 1.482 -7.818
F -3.057 -0.736 -3.368
C 0.663 10.889 0.467
C -4.326 -0.499 -3.774
C 5.327 -3.688 4.401
Br -2.324 -1.269 0.802
Br 5.148 -3.735 1.550
H -1.450 9.117 -3.295
H -2.415 5.006 -4.541
F -1.444 3.528 -1.648
H -0.348 8.344 -2.160
H 6.340 -2.273 3.154
H 8.840 -6.526 7.041
Br 1.246 -2.843 1.767
Br 5.295 -8.729 8.010
C -3.447 6.924 -4.531
C 5.370 -2.761 3.220
C -5.534 1.339 -5.149
C 3.351 3.872 -1.223
H 6.102 -4.625 -3.598
Br -1.909 -1.203 7.240
Br 1.115 -8.971 7.859
H 5.985 -5.384 6.866
H -2.719 -1.563 -10.235
B -2.465 3.417 -7.638
H 6.233 -9.126 10.282
F -5.141 -0.897 -2.793
F -4.546 -1.292 -4.836
Br -3.721 -6.369 1.521
H -2.475 1.844 -3.798
H -5.013 2.778 -2.970
C -0.833 8.248 -3.125
Br -4.403 1.181 2.677
N -3.336 2.655 -5.519
Br 0.424 11.730 -2.259
H -4.052 6.308 -0.101
H -2.878 1.330 -1.903
F -0.802 2.057 -0.197
H -2.634 0.809 -12.177
H 4.587 -2.011 3.244
Br -0.908 -4.149 4.448
N -4.392 4.740 -5.208
H -1.676 1.000 8.326
P -5.400 0.562 -6.860
H -3.785 -0.860 -6.915
H 1.063 -5.358 6.582
H 1.100 10.001 0.021
H -4.900 -1.229 2.255
Br 12.579 -0.507 6.994
O -3.282 2.793 -8.500
O -1.745 4.500 -8.037
Br 2.424 -5.607 8.625
C -4.468 0.995 -4.092
C 0.825 12.114 -0.393
C 4.331 -8.154 10.648
H 1.503 -4.993 2.976
C 2.096 4.508 -0.693
H -1.146 4.767 -7.333
H -2.629 -2.217 3.054
C 10.649 -2.254 5.795
H 3.401 -7.949 10.127
H 4.242 4.204 -0.701
C -3.125 1.536 -4.609
H -2.898 7.652 -5.118
C 6.916 -5.574 7.392
Br 6.115 -6.588 -2.104
C 4.370 -4.335 -2.373
H 1.857 12.456 -0.384
H -2.040 -0.549 3.153
Br -4.516 0.736 -10.552
C -3.140 -0.024 -11.701
H -4.494 7.191 -4.652
H 4.811 -4.043 -1.426
H -3.813 5.184 -2.519
H -3.668 -0.604 -12.453
H -1.576 -1.487 -11.589
Br 7.908 -6.133 4.768
H -3.016 2.202 0.836
Br -0.962 0.156 -9.847
C -1.299 0.640 7.372
H -1.303 -7.203 0.063
O -2.243 2.994 -6.301
H -4.229 0.897 -0.912
C -2.984 3.020 0.094
H -2.889 1.288 6.052
C -4.407 3.440 -5.389
C 1.489 -6.245 7.044
H -3.727 -8.071 -0.266
C 11.667 -1.209 5.426
H 3.278 2.789 -1.167
H 0.172 12.925 -0.092
H 9.999 -2.469 4.949
O -3.859 2.904 -0.995
H -6.182 3.172 -4.610
H 1.250 4.396 -1.365
Br 2.322 6.418 -0.398
Br -1.551 -5.042 -1.146
H -2.816 5.698 -6.134
H -0.033 8.151 -3.846
O -3.930 0.059 -7.169
O -6.301 -0.755 -6.726
H -6.008 -1.387 -7.393
H -5.833 1.362 -2.439
Br -1.218 10.498 0.784
H -7.442 1.032 -5.350
C -3.884 1.633 -1.625
H -2.769 7.339 -0.656
H -1.316 -4.262 1.992
H 12.434 -1.591 4.762
H -3.269 3.921 0.624
H 4.761 -5.716 -3.997
H -2.514 5.571 -0.603
C -1.521 3.197 -0.331
C -1.619 6.976 -3.030
H -0.250 -7.389 6.543
Br 2.692 -5.231 -1.958
H 4.808 -10.136 9.978
H -0.215 0.615 7.397
H 1.096 11.050 1.451
H -4.474 -0.939 3.952
C 5.212 -9.128 9.915
H -0.193 -6.893 8.246
H -2.862 2.734 -9.364
C 0.802 -4.679 2.211
H 4.116 -8.514 11.652
H -4.114 -6.473 -0.932
H 0.983 -5.247 1.300
H 2.242 -6.670 6.388
H -0.931 -5.856 2.663
C 5.280 -5.209 -3.192
C -4.187 -0.753 2.920
C 0.400 -7.220 7.399
C -2.769 -1.202 2.690
C 7.820 -6.539 6.671
H 11.181 -0.351 4.967
```